77
Properties=species:S:1:pos:R:3:forces:R:3:mulliken_charge:R:1 method="wB97M-V/def2-TZVPD" homo_lumo_gap_ha="0.3016 / 0.1787" multiplicity=3 de_lowest_kcal_mol=30.4 energy_ha=-3937.84866
Au -0.06115 -0.66941 0.25194 -1.395 0.362 -0.042 1.43
O -0.19329 4.71247 3.19053 0.478 0.546 1.063 -0.70
S -0.76795 4.12008 2.04063 -1.605 -0.572 -0.298 1.26
O -2.21791 4.08794 1.92805 0.696 0.543 -0.130 -0.70
N -0.29352 2.57537 1.84200 0.368 -0.252 -0.616 -0.59
C 0.37953 2.44360 0.71513 0.294 -0.094 0.933 0.22
O 0.81399 1.32849 0.29126 -0.159 0.072 -0.602 -0.74
C 0.66061 3.72671 -0.01200 -1.065 -1.408 0.182 0.80
C 1.20453 3.79803 -1.25743 -0.725 2.254 -0.726 -0.58
C 1.06223 5.04985 -1.90531 0.158 0.341 1.669 -0.91
C 0.50974 6.14573 -1.22032 0.503 -0.582 0.033 -0.45
C 0.04185 6.00419 0.08095 -0.311 1.007 -1.474 -0.55
C -0.00147 4.78863 0.59341 0.761 -3.027 0.952 -0.25
H 1.59557 2.96810 -1.77439 0.591 -0.878 -0.224 0.65
H 1.52408 5.21108 -2.83971 0.128 0.051 -1.116 0.44
H 0.40951 7.14188 -1.60878 0.301 0.095 -0.667 0.39
H -0.39463 6.78963 0.60140 -0.691 1.547 0.684 0.55
C 7.66913 -3.44127 0.18391 1.197 -0.577 -0.496 -1.43
C 6.73861 -2.29125 0.44158 -0.135 -1.294 0.381 1.18
C 6.87396 -1.08498 -0.19353 0.427 0.516 -0.411 -0.57
C 5.93109 -0.07696 -0.01439 0.011 -1.640 0.597 -0.73
C 4.87199 -0.28209 0.80849 -1.237 -1.006 0.643 -0.42
C 4.72786 -1.51764 1.48104 -0.042 1.113 -0.245 -0.54
C 5.65064 -2.49382 1.31006 0.446 -1.105 0.225 -0.70
S 3.36710 0.68717 0.66408 0.325 0.425 -0.774 1.47
C 3.22591 1.28520 2.34100 0.575 1.871 -1.023 -1.31
O 3.60483 1.87678 -0.21872 0.254 -1.031 0.697 -0.71
H 7.86214 -4.06493 1.08532 -0.346 0.415 -0.587 0.36
H 8.64981 -3.04756 -0.13327 -0.247 -0.120 0.192 0.38
H 7.38503 -4.12162 -0.66545 -0.208 0.641 0.869 0.26
H 7.68910 -0.90223 -0.89943 -0.187 -0.209 0.270 0.33
H 5.90589 0.74336 -0.62147 0.281 2.286 -1.401 0.63
H 3.86739 -1.75242 2.05772 -0.714 0.152 0.453 0.47
H 5.47181 -3.47024 1.82596 0.458 0.886 -0.594 0.27
H 4.22872 1.49128 2.71879 -0.311 -0.101 0.211 0.41
H 2.57439 0.75490 2.95051 -0.686 -1.783 1.149 0.37
H 2.64617 2.20388 2.22951 0.386 0.314 -0.194 0.49
C 2.49240 -3.83606 -0.10472 1.760 0.745 0.822 -1.60
C 2.12623 -2.49877 -0.63082 0.369 1.368 -1.527 0.52
C 3.20829 -1.87188 -1.63116 -0.744 -0.416 1.168 -1.14
O 1.82686 -1.61931 0.41303 1.111 0.293 0.853 -0.63
H 2.11020 -4.57397 -0.72790 -0.505 -1.452 -1.227 0.46
H 2.05909 -3.96139 0.84836 -0.659 -0.271 1.179 0.40
H 3.57059 -3.93394 0.02551 0.033 -0.149 -0.132 0.26
H 1.20798 -2.59479 -1.17179 -0.574 -0.103 -0.763 0.68
H 4.19590 -2.01088 -1.17699 -0.139 0.113 -0.248 0.14
H 2.99770 -0.80485 -1.77135 0.049 -0.283 -0.110 0.26
H 3.14255 -2.41170 -2.57822 0.039 0.090 0.110 0.47
S -5.76250 -4.33448 -1.94646 0.153 0.833 0.224 -0.34
C -4.63727 -3.39416 -1.13917 0.281 -1.634 -0.481 0.15
S -2.93931 -3.93704 -1.12405 -1.189 0.231 -0.390 -0.15
C -2.60913 -2.71676 0.03049 1.750 -1.170 0.043 0.18
N -3.57511 -1.98446 0.35377 -1.027 1.071 0.716 -0.58
N -4.72315 -2.33347 -0.31088 -0.643 0.310 -0.451 0.76
C -5.88818 -1.53417 0.00417 1.370 -0.076 3.070 0.66
C -5.81945 -0.88918 1.29572 -0.192 -0.118 -2.463 -0.49
C -6.85152 -0.00648 1.61609 1.607 0.198 1.913 -0.40
C -7.93678 0.19453 0.80394 -0.205 -0.750 -1.385 -0.65
C -8.01111 -0.59736 -0.36486 -2.027 0.171 1.042 -0.56
C -7.03771 -1.50003 -0.73302 0.592 0.384 -0.560 -0.57
S -1.02455 -2.80352 0.76378 0.227 0.752 -0.057 -0.37
H -4.88093 -1.02566 1.83561 -0.670 0.257 0.221 0.45
H -6.73291 0.50636 2.59399 -0.356 -0.189 -0.790 0.35
H -8.73050 0.90044 1.04665 0.199 -0.306 0.015 0.43
H -9.01344 -0.68598 -0.81193 0.713 0.421 -0.363 0.32
H -7.06541 -2.11240 -1.60905 -0.499 -0.181 -0.360 0.29
C -4.17052 0.12414 -2.54539 -0.235 -0.937 0.157 -1.00
N -4.00208 0.80525 -1.28391 -0.417 0.407 0.275 -0.04
C -2.91949 0.74309 -0.51631 2.901 -1.860 0.098 0.78
N -2.87568 1.41171 0.67162 0.518 -0.592 -0.861 -0.24
O -1.93121 -0.04094 -0.93117 -1.815 2.336 1.321 -0.80
H -5.22818 -0.03789 -2.71871 -0.316 1.016 -0.451 0.41
H -3.91876 -0.92257 -2.51145 0.920 -0.430 0.549 0.26
H -3.58066 0.54112 -3.35417 -0.343 0.373 -0.158 0.34
H -4.74852 1.38842 -0.94146 -0.103 -0.066 -0.190 0.19
H -3.57636 2.08388 0.94466 0.036 -0.004 -0.204 0.24
H -1.96065 1.55720 1.11851 -0.542 -0.139 -0.187 0.06

=====

80
Properties=species:S:1:pos:R:3:forces:R:3:mulliken_charge:R:1 method="wB97M-V/def2-TZVPD" homo_lumo_gap_ha="0.2355 / 0.1560" multiplicity=2 total_charge=+1 de_lowest_kcal_mol=0.0 energy_ha=-4225.78488
Hf 0.56096 0.25332 -0.50145 -0.157 -0.379 0.860 -0.73
C 3.25225 -1.18316 -2.84977 0.538 0.053 0.159 -1.28
C 2.61617 -2.05070 -1.80454 -0.194 0.040 0.026 0.43
C 3.07390 -3.27715 -1.35477 0.248 -0.516 0.113 -1.43
C 2.09136 -3.77572 -0.51003 0.358 -0.028 -0.174 -0.06
N 1.11596 -2.86875 -0.44310 0.118 -0.061 -0.062 0.53
N 1.43087 -1.78991 -1.21978 -0.238 0.268 0.018 0.48
B -0.27103 -2.91979 0.22777 -0.434 -0.250 0.143 0.46
N -1.28824 -2.31509 -0.76580 -0.134 -0.216 -0.851 0.97
C -2.09386 -3.00626 -1.59865 0.090 -0.026 0.561 -0.09
C -2.76249 -2.09856 -2.38948 -0.354 -0.387 -0.645 -1.66
C -2.26135 -0.84897 -2.04996 0.138 0.167 0.280 0.77
C -2.77918 0.46402 -2.56281 0.381 -0.167 0.031 -1.26
N -1.33852 -0.99208 -1.07728 -0.284 0.301 -0.012 -0.27
N -0.29335 -2.04581 1.49510 0.165 0.039 0.357 1.07
C -0.49422 -2.47314 2.74863 -0.053 0.810 0.765 0.07
C -0.58948 -1.33582 3.56317 -0.113 -0.124 -0.003 -1.67
C -0.45233 -0.23668 2.71730 0.264 -0.410 -0.707 0.58
C -0.56898 1.20761 3.07256 0.462 -0.342 -0.259 -1.14
N -0.21953 -0.68197 1.45618 -0.413 -0.131 0.154 -0.39
N -0.76894 -4.30961 0.61380 0.038 0.570 -0.142 0.53
C -2.01635 -4.62280 1.06090 -0.271 0.241 0.079 -0.30
C -1.97078 -5.88222 1.59925 -0.249 0.142 0.120 -1.21
C -0.62230 -6.26731 1.45241 0.229 -0.597 0.037 0.70
C 0.01350 -7.57292 1.81855 0.041 0.217 0.225 -1.26
N 0.08728 -5.31956 0.87383 0.085 -0.203 0.047 -1.17
H 4.32433 -1.03119 -2.63299 -0.454 -0.048 -0.001 0.42
H 3.20954 -1.66363 -3.83280 -0.078 -0.065 0.161 0.31
H 2.78408 -0.20931 -2.93232 -0.008 0.063 0.071 0.03
H 4.01160 -3.74297 -1.61364 -0.128 -0.071 -0.047 0.53
H 1.96730 -4.71769 0.00975 0.165 0.228 -0.091 0.65
H -2.15073 -4.09164 -1.53156 -0.040 0.463 -0.054 0.63
H -3.53315 -2.31603 -3.12531 0.274 0.085 0.251 0.49
H -3.50511 0.84062 -1.85433 -0.283 0.156 0.133 0.37
H -2.02247 1.25008 -2.65125 -0.160 -0.251 0.003 0.14
H -3.28115 0.30633 -3.52003 0.090 0.086 0.094 0.35
H -0.56656 -3.53186 3.00642 0.040 0.500 -0.242 0.43
H -0.75131 -1.22717 4.63341 0.006 -0.425 -0.375 0.46
H -0.58381 1.27096 4.14618 -0.036 0.219 0.450 0.42
H 0.27156 1.79430 2.69782 -0.030 -0.024 0.036 0.20
H -1.47307 1.64793 2.66726 -0.151 0.018 -0.068 0.23
H -2.83811 -3.91486 0.99780 0.226 -0.185 -0.043 0.51
H -2.78788 -6.43526 2.05786 0.320 0.166 -0.238 0.42
H -0.72064 -8.37422 1.74621 0.092 -0.040 0.178 0.36
H 0.82954 -7.79031 1.13826 0.085 -0.033 -0.134 0.36
H 0.44633 -7.53535 2.82850 -0.284 -0.113 -0.192 0.24
S 5.04822 1.39725 0.40765 0.576 0.120 0.093 0.10
C 3.43018 1.09558 0.23385 -0.629 0.259 -0.629 0.50
S 2.60629 -0.03711 1.15364 -0.047 -0.164 0.456 -0.37
S 2.54708 1.94313 -0.97751 0.291 -0.034 0.134 -0.35
C 0.20911 -0.98719 -4.90775 0.321 -0.633 -0.533 -0.74
N 0.02572 0.43525 -4.76437 -0.036 0.527 -0.659 0.38
C -0.22577 1.25085 -5.95987 0.337 0.759 0.547 -0.84
C 0.18189 1.01007 -3.61501 0.077 0.044 1.025 -0.04
O 0.46658 0.36992 -2.57096 -0.021 0.344 -0.913 0.53
H 0.95119 -1.18072 -5.68522 0.007 0.077 0.034 0.34
H -0.70784 -1.47383 -5.21058 -0.361 0.005 -0.052 0.35
H 0.54828 -1.43068 -3.98289 0.005 0.049 0.235 0.06
H 0.57992 1.10190 -6.66945 0.057 -0.134 -0.167 0.34
H -0.22152 2.32384 -5.67652 -0.079 -0.694 -0.130 0.29
H -1.17620 1.01096 -6.40882 -0.277 -0.210 -0.109 0.33
H 0.03987 2.08515 -3.54924 -0.010 0.215 -0.153 0.36
S 0.99723 7.58669 0.14313 0.233 0.915 0.112 -0.32
C 0.58236 6.06465 0.50792 0.194 -0.089 0.265 0.14
S 0.49905 4.87643 -0.75088 0.182 0.399 -1.073 -0.07
C -0.12962 3.75058 0.33342 -0.544 -1.249 0.236 0.23
N -0.20063 4.11226 1.55124 0.413 1.230 0.269 -0.31
N 0.25642 5.44925 1.67304 -0.505 -1.542 0.154 0.35
C 0.06597 5.98295 2.98076 -0.196 0.239 0.514 0.52
C -0.86102 5.35913 3.82547 0.152 0.421 0.236 -0.22
C -1.11190 5.89562 5.08932 -0.030 -0.296 -0.301 -0.58
C -0.45301 7.03799 5.52774 -0.275 -0.021 0.036 -0.48
C 0.49810 7.61342 4.69366 0.188 0.489 0.487 -0.58
C 0.77049 7.09186 3.43829 0.212 0.069 -0.252 -0.48
S -0.93496 2.28066 -0.20736 -0.066 -0.340 -0.176 -0.41
H -1.37208 4.46980 3.49406 -0.080 0.050 0.025 0.39
H -1.84553 5.40175 5.72389 0.136 0.145 -0.104 0.36
H -0.72996 7.46892 6.49708 0.360 -0.133 -0.426 0.37
H 1.05270 8.50110 5.02803 -0.285 -0.447 -0.191 0.34
H 1.53184 7.56291 2.82693 -0.205 -0.109 -0.003 0.32